Here is a molecular structure, C15H19Cl2CoFN2O2Se2Te2 in a non-equilibrium geometry from OMol25. Energies are from ωB97M-V/def2-TZVPD.

The frontier orbital gap (spin up / spin down) is 5.32 / 5.33 eV. The net charge is -2. The energy relative to the best compared isomer or geometry (same formula, charge and spin) is 96.3 kJ/mol. Its spin multiplicity is 2.

CARTESIAN COORDINATES (ANGSTROEM)
Co (-0.088778, -0.046179, -0.734208)
Se (-1.403906, -2.074067, -0.745176)
Te (-3.599876, -0.912283, -0.277032)
Te (-3.178678, 1.299343, -1.804132)
Se (-1.121641, 2.189132, -0.676077)
Cl (3.731784, 1.851670, -0.385027)
C (4.083586, 0.116323, -0.264671)
Cl (4.517239, -0.537566, -1.863850)
C (2.883325, -0.698870, 0.361571)
O (3.259652, -1.588261, 1.132319)
O (1.744054, -0.312789, 0.054463)
H (4.958180, 0.002829, 0.363455)
C (-1.492454, 0.930087, 2.703962)
C (-1.634762, 0.914805, 4.250690)
N (-0.642324, 0.015939, 4.849551)
C (0.690673, 0.472504, 4.440242)
C (0.830422, 0.426310, 2.893290)
N (-0.434954, 0.008988, 2.291772)
C (-0.757306, -1.334188, 2.763575)
C (-0.846153, -1.337061, 4.316225)
H (-1.244212, 1.923163, 2.329174)
H (-2.418886, 0.620396, 2.217762)
H (-2.628405, 0.570615, 4.553818)
H (-1.476377, 1.908966, 4.680311)
H (1.427890, -0.178010, 4.920135)
H (0.831602, 1.486966, 4.826666)
H (1.596197, -0.287225, 2.597813)
H (1.097024, 1.403513, 2.482866)
H (0.018533, -2.011072, 2.403354)
H (-1.701220, -1.637564, 2.309999)
H (-0.077445, -1.979758, 4.755445)
H (-1.822310, -1.691373, 4.661085)
F (-1.969769, -0.122492, -7.528773)
C (-1.321313, -0.059871, -6.322372)
C (-0.789136, -1.216254, -5.788864)
C (-0.116894, -1.145580, -4.581443)
C (0.046550, 0.067361, -3.888305)
C (0.795686, 0.140463, -2.648085)
C (-0.546214, 1.206209, -4.462317)
C (-1.216170, 1.152139, -5.673166)
H (-0.909536, -2.156412, -6.313273)
H (0.294176, -2.045786, -4.140203)
H (1.221020, 1.125134, -2.463752)
H (1.541112, -0.646119, -2.555579)
H (-0.468378, 2.148467, -3.932631)
H (-1.661613, 2.037454, -6.110588)

Cartesian forces (eV/Å) of the 2 atoms listed first:
0.1 0.4 -0.7
-0.3 -0.5 -0.2

---

Here is a molecular structure, C6H11NO in a non-equilibrium geometry from OMol25. Energies are from ωB97M-V/def2-TZVPD.

The frontier orbital gap (spin up / spin down) is 7.51 / 7.93 eV. The energy relative to the best compared isomer or geometry (same formula, charge and spin) is 565.8 kJ/mol.

CARTESIAN COORDINATES (ANGSTROEM)
C (-2.445290, 0.214086, -0.867965)
C (-1.740391, 1.359291, -0.425746)
O (-0.517226, 0.485364, -0.815486)
H (-1.672272, 1.534727, 0.648994)
H (-2.710330, -0.566861, -0.169139)
H (-2.822094, 0.155764, -1.884170)
H (-1.737577, 2.244488, -1.055183)
C (0.939580, -1.954126, 0.425581)
C (0.890859, -0.610670, 1.095254)
C (0.957823, 0.593936, 0.207228)
C (1.787983, 0.645291, -0.905690)
N (0.659503, -0.547727, 2.343969)
H (0.612523, 0.418163, 2.675742)
H (0.876586, 1.524926, 0.776468)
H (1.934073, -2.130195, 0.009091)
H (0.221585, -1.982173, -0.396881)
H (0.704136, -2.732852, 1.148461)
H (2.000105, -0.246024, -1.471738)
H (2.060423, 1.594592, -1.338789)

Cartesian forces (eV/Å) of the 2 atoms listed first:
0.5 0.0 -0.2
1.3 -0.3 0.0

---

Here is C3H4O in the gas phase in a non-equilibrium geometry from OMol25. Energies are from ωB97M-V/def2-TZVPD.

The frontier orbital gap is 10.94 eV. The SMILES is C#CCO. The energy relative to the best compared isomer or geometry (same formula, charge and spin) is 161.3 kJ/mol.

CARTESIAN COORDINATES (ANGSTROEM)
C (0.309128, 0.485422, 0.651552)
C (-0.323417, -0.627239, -0.046705)
C (-0.776596, -1.732753, -0.293408)
H (0.504304, 1.037784, -1.145289)
H (-0.516932, 0.704520, 1.351880)
H (1.188056, 0.247726, 1.278124)
H (-1.064220, -2.621388, -0.732845)
O (0.579263, 1.484848, -0.327562)

Cartesian forces (eV/Å) of the 2 atoms listed first:
-1.1 0.0 -0.3
0.1 -3.2 0.7